The following is a quantum chemistry calculation of the molecule C2H4ClN3 in a non-equilibrium geometry, from the OMol25 dataset.

Values from the calculation:
DFT total energy in a.u.: -702.96879
SMILES: [H]/N=C(/N=C)NCl
E_LUMO in eV: 0.38
HOMO energy in eV: -9.8

Each line ends with the Löwdin charge.
CARTESIAN COORDINATES (ANGSTROEM)
Cl 2.62 1.50 -0.30  0.59
N 1.38 0.35 -0.78  -0.37
N -0.08 0.96 1.11  0.14
N -0.56 -0.91 -0.55  0.02
C 0.36 0.30 0.12  -0.51
C -1.70 -1.02 -0.14  -0.12
H -2.28 -1.87 -0.41  0.05
H 1.76 -0.50 -1.27  0.12
H 0.52 1.64 1.39  -0.02
H -2.02 -0.43 0.82  0.10


The following is a quantum chemistry calculation of the molecule C26H33N3O7 in a non-equilibrium geometry, from the OMol25 dataset.

Values from the calculation:
DFT total energy in a.u.: -1701.56154
SMILES: CCOC(=O)CN(C(=O)CNC(=O)c1ccco1)[C@@H](C(=O)NC1CCCC1)c1ccccc1OCC
E_LUMO in eV: 0.64
HOMO energy in eV: -8.4

Each line ends with the Löwdin charge.
CARTESIAN COORDINATES (ANGSTROEM)
O 2.58 -0.55 -2.57  0.07
O -3.58 -2.78 0.89  0.02
O 1.55 1.51 -0.26  -0.04
O 4.80 -1.52 0.05  0.05
O -2.74 -1.91 -1.01  0.12
O -0.14 -4.39 -0.71  0.07
O -1.34 0.37 1.08  0.08
N -0.18 -2.22 -0.12  0.00
N 2.61 -2.40 -1.28  0.10
N -1.26 0.72 -1.16  0.14
C 1.65 3.83 0.52  -0.05
C 2.81 -1.16 2.65  -0.08
C -2.35 1.67 -1.28  -0.28
C -0.87 0.15 -0.02  -0.44
C 5.87 -0.86 0.52  -0.11
C 3.43 0.07 2.57  -0.09
C 1.42 -2.99 -1.85  -0.05
C 5.07 0.34 -1.16  0.00
C 1.38 -0.56 0.81  -0.09
C -2.60 -2.35 0.10  -0.45
C -2.12 2.98 -0.51  -0.14
C -4.52 2.46 -0.68  -0.18
C 2.14 2.77 -0.46  -0.22
C 0.30 -0.86 -0.21  -0.13
C 1.79 -1.47 1.77  -0.02
C -5.70 -1.64 1.21  -0.05
C 2.01 0.69 0.73  -0.22
C -4.93 -2.69 0.41  -0.20
C -1.26 -2.51 0.80  -0.03
C 3.10 -1.21 -1.69  -0.44
C 0.30 -3.26 -0.85  -0.42
C 6.09 0.29 -0.18  -0.04
C -3.53 3.57 -0.31  -0.17
C -3.69 1.18 -0.71  -0.16
C 4.31 -0.78 -0.98  -0.19
C 3.04 1.00 1.61  -0.01
H 6.39 -1.31 1.34  0.13
H 3.24 2.69 -0.44  0.11
H 4.91 1.10 -1.90  0.12
H 2.09 4.79 0.29  0.08
H -1.67 2.73 0.45  0.10
H 6.88 1.00 -0.03  0.10
H -5.25 -0.66 1.08  0.06
H -1.17 -3.54 1.14  0.14
H 0.71 -0.68 -1.21  0.13
H 1.67 -3.96 -2.30  0.13
H -4.91 -2.43 -0.65  0.12
H 1.84 3.05 -1.48  0.13
H -4.12 0.39 -1.32  0.11
H -4.95 2.64 -1.66  0.11
H -2.47 1.88 -2.34  0.16
H -5.37 -3.68 0.54  0.12
H -6.73 -1.61 0.86  0.08
H 0.57 3.91 0.46  0.06
H -3.51 0.81 0.30  0.10
H 1.07 -2.32 -2.64  0.13
H 3.07 -2.90 -0.53  0.15
H -5.69 -1.89 2.26  0.08
H -1.22 -1.83 1.65  0.14
H -0.81 0.44 -2.01  0.15
H -1.46 3.65 -1.04  0.11
H 3.55 1.94 1.57  0.11
H 1.91 3.56 1.55  0.07
H -5.34 2.39 0.03  0.10
H -3.68 4.45 -0.94  0.10
H 3.11 -1.88 3.40  0.10
H 1.31 -2.44 1.82  0.12
H 4.23 0.32 3.25  0.11
H -3.66 3.88 0.73  0.10


The following is a quantum chemistry calculation of a cluster of 8 separate species, C29H42BrN3O22PS in total in a non-equilibrium geometry, from the OMol25 dataset.

Values from the calculation:
DFT total energy in a.u.: -6263.14613
E_LUMO in eV: 1.75
Net charge: -1
HOMO energy in eV: -4.8

Each line ends with the Löwdin charge.
CARTESIAN COORDINATES (ANGSTROEM)
Br 5.31 3.66 -0.24  0.55
S 2.62 0.53 2.07  0.42
P 2.82 0.50 -0.09  0.18
O -2.16 -4.35 -4.00  0.12
O -4.07 -3.17 -3.58  0.05
O -1.28 -6.79 7.90  0.06
O 5.64 1.98 2.08  -0.18
O -2.09 -2.31 -2.97  0.07
O -8.58 10.84 3.76  0.12
O 5.43 -2.94 -4.77  0.06
O 4.94 -1.48 -3.07  0.08
O 3.79 -3.45 -3.31  0.08
O 8.10 -0.41 -6.58  0.06
O 7.03 0.34 -8.46  0.12
O -8.76 8.58 3.44  0.06
O -6.33 6.93 -0.65  0.11
O -0.95 -1.61 3.53  0.03
O -2.40 -4.94 7.14  0.12
O 6.25 0.86 -6.38  0.07
O -8.04 9.88 1.75  0.07
O -1.26 -6.30 5.70  0.07
O 0.18 -3.33 2.53  0.13
O -5.37 4.89 -1.02  0.06
O -4.54 6.23 0.59  0.06
O -0.29 -3.37 4.77  0.05
N 2.91 0.59 -1.87  -0.17
N 3.90 -2.17 -0.51  -0.06
N -2.46 1.22 -0.41  -0.07
C 5.22 1.94 0.78  -0.69
C 0.21 1.82 -1.13  -0.05
C 7.12 0.27 -7.25  -0.52
C 4.74 -2.53 -3.67  -0.48
C -0.21 -0.12 0.66  -0.05
C -1.39 1.96 -1.13  -0.17
C 2.67 -1.42 -0.06  -0.39
C 7.99 -0.06 -5.22  -0.13
C -1.71 -5.92 6.93  -0.51
C -2.72 -3.36 -3.56  -0.52
C -4.35 -2.04 -2.79  -0.14
C -3.05 -1.29 -2.80  -0.14
C -8.72 7.77 2.28  -0.14
C -0.31 -2.81 3.52  -0.51
C 4.72 0.48 0.15  -0.35
C -5.49 6.09 -0.38  -0.51
C -0.71 -7.89 7.23  -0.14
C -3.92 4.97 0.74  -0.13
C -7.83 8.54 1.36  -0.15
C 0.92 0.71 -0.18  -0.27
C 5.06 -4.28 -5.02  -0.13
C 6.56 0.36 -5.09  -0.13
C -0.75 -2.38 5.67  -0.14
C -1.57 -1.48 4.80  -0.13
C -4.16 4.31 -0.59  -0.15
C 3.72 -4.39 -4.36  -0.13
C -8.47 9.85 3.05  -0.52
C -0.32 -7.33 5.90  -0.14
C -1.76 0.24 0.47  -0.16
H 5.01 -4.48 -6.09  0.14
H 5.81 -4.94 -4.57  0.14
H 5.35 0.33 -0.82  0.08
H -1.82 2.82 -1.85  0.08
H 0.15 -8.28 7.78  0.14
H -1.46 -8.69 7.14  0.13
H -5.17 -1.46 -3.21  0.13
H 1.89 1.74 2.31  -0.12
H 0.87 2.51 -1.82  0.08
H -2.88 -0.73 -1.88  0.10
H -6.78 8.29 1.49  0.13
H -3.37 4.54 -1.31  0.12
H 6.43 1.14 -4.33  0.14
H -2.86 5.08 0.96  0.14
H -4.40 4.43 1.56  0.14
H -2.98 -0.59 -3.65  0.14
H 8.23 -0.92 -4.58  0.14
H 3.75 0.11 -2.27  -0.01
H 5.09 -0.32 0.96  0.09
H -1.54 -0.44 5.13  0.14
H -2.61 -1.80 4.72  0.14
H 4.60 -2.32 0.25  0.06
H 0.68 -6.90 5.90  0.14
H 8.69 0.75 -5.00  0.13
H 0.12 -0.97 1.40  0.06
H -4.26 3.23 -0.50  0.12
H 0.11 -1.87 6.10  0.14
H -9.74 7.66 1.89  0.13
H -0.38 -8.08 5.10  0.14
H 1.72 -1.82 -0.64  0.10
H 3.54 -5.40 -3.97  0.14
H -1.34 -2.83 6.47  0.12
H 2.78 1.55 -2.24  0.02
H 2.48 -1.72 1.08  0.06
H -2.51 -0.40 1.14  0.09
H -4.62 -2.37 -1.78  0.13
H -8.32 6.78 2.52  0.14
H 4.32 -1.80 -1.39  0.01
H 2.90 -4.12 -5.03  0.14
H -8.11 8.40 0.31  0.13
H 5.89 -0.47 -4.86  0.10
H 2.91 1.96 -0.08  -0.03


The following is a quantum chemistry calculation of a structure of composition C6H13N2STc in a non-equilibrium geometry, from the OMol25 dataset.

Values from the calculation:
DFT total energy in a.u.: -824.55912
E_LUMO (spin up / spin down) in eV: -3.93 / -4.05
Net charge: +1
Spin multiplicity: 4
HOMO energy (spin up / spin down) in eV: -10.5 / -11.8

Each line ends with the Mulliken spin population.
CARTESIAN COORDINATES (ANGSTROEM)
Tc -0.23 -0.07 -0.21  2.85
S -1.27 -0.53 1.70  0.07
N -1.41 1.68 -0.55  -0.04
N -1.34 -3.02 2.52  0.04
C -1.88 -2.80 0.21  0.01
C -1.80 -4.19 0.09  0.02
C -1.57 -2.21 1.43  0.04
C -1.48 -4.97 1.19  0.02
C 1.31 -1.38 0.30  -0.11
C -1.27 -4.38 2.42  0.02
H 2.30 -0.95 0.07  0.03
H -2.11 -2.15 -0.64  -0.02
H -0.88 2.55 -0.48  0.00
H 1.05 0.67 0.53  -0.05
H -2.18 1.77 0.12  0.01
H -1.40 -6.05 1.10  0.00
H 1.22 -2.28 -0.33  0.03
H -1.13 -2.56 3.41  0.00
H 0.80 1.21 -0.38  0.05
H -1.98 -4.65 -0.88  0.00
H -1.03 -4.92 3.34  0.00
H 1.37 -1.75 1.34  0.01
H -1.85 1.72 -1.48  0.01


The following is a quantum chemistry calculation of a structure of composition C6H13BO2 in a non-equilibrium geometry, from the OMol25 dataset.

Values from the calculation:
DFT total energy in a.u.: -411.76791
E_LUMO in eV: 0.69
HOMO energy in eV: -8.8

Each line ends with the Löwdin charge.
CARTESIAN COORDINATES (ANGSTROEM)
O -3.00 0.10 -0.02  0.22
O -1.45 -1.52 0.19  0.09
C -0.40 0.73 -0.10  -0.27
C 0.78 -0.80 -0.55  -0.16
C 0.03 1.30 1.20  -0.07
C -0.28 1.73 -1.23  -0.06
C 2.07 -0.83 0.17  -0.10
C -0.15 -1.94 -0.06  -0.18
B -1.68 -0.19 0.03  -0.63
H 0.80 -0.54 -1.58  0.10
H -1.09 2.38 -0.98  0.07
H -0.37 1.42 -2.25  0.07
H 1.97 -0.44 1.18  0.07
H 0.73 2.26 -1.11  0.11
H 0.27 -2.32 0.90  0.13
H -0.42 0.76 1.96  0.06
H -3.47 -0.61 0.29  0.06
H 1.06 1.22 1.21  0.05
H -0.21 -2.76 -0.80  0.13
H -0.50 2.24 1.57  0.13
H 2.41 -1.85 0.26  0.08
H 2.91 -0.35 -0.28  0.07


The following is a quantum chemistry calculation of a structure of composition C38H47IN6RuS2Sb2 in a non-equilibrium geometry, from the OMol25 dataset.

Values from the calculation:
DFT total energy in a.u.: -3472.73911
E_LUMO (spin up / spin down) in eV: -10.60 / -12.00
Net charge: +4
Spin multiplicity: 5
HOMO energy (spin up / spin down) in eV: -17.7 / -17.7

Each line ends with the Mulliken spin population.
CARTESIAN COORDINATES (ANGSTROEM)
I -7.19 2.29 0.47  0.00
Sb 1.75 -2.00 1.98  0.01
Sb 0.23 -1.34 -0.35  0.03
Ru -1.46 1.73 0.66  3.48
S -2.03 1.04 3.00  0.14
S -1.87 0.25 -1.45  0.09
N -2.90 1.07 -3.76  0.01
N -0.59 1.05 -3.64  0.01
N -3.03 3.28 -0.16  0.08
N -1.04 3.76 2.30  0.07
N -1.19 3.46 3.67  -0.01
N -1.84 2.08 5.39  0.02
C 1.58 0.37 -0.80  -0.04
C 3.89 0.87 -1.22  0.00
C 1.21 -4.94 -3.53  0.00
C -5.43 4.56 -0.72  0.00
C -0.25 0.20 -5.94  0.00
C 0.64 -3.76 -3.99  0.00
C 4.24 1.30 3.41  0.00
C 2.28 2.65 -1.01  0.02
C 1.69 1.10 2.34  -0.01
C -3.04 4.46 -0.78  0.01
C 3.59 2.22 -1.22  0.00
C 4.72 -5.19 2.89  0.00
C -4.90 -0.33 -4.03  0.00
C 0.35 -2.74 -3.10  0.00
C 1.49 -5.11 -2.19  0.00
C -1.20 -2.76 2.02  0.00
C 1.27 1.73 -0.80  0.12
C 2.24 2.34 2.59  -0.01
C 3.11 -3.44 2.91  0.00
C 4.70 -5.20 4.27  0.00
C -0.16 -2.24 3.00  0.01
C -4.27 0.86 -3.31  0.00
C -4.22 5.13 -1.07  0.00
C -1.79 0.84 -3.10  0.01
C 3.90 -4.32 4.97  0.00
C 2.42 -0.05 2.60  0.02
C -1.68 2.29 4.10  0.01
C 2.88 -0.05 -1.00  0.00
C -5.42 3.32 -0.08  -0.01
C 3.09 -3.42 4.29  0.00
C 3.52 2.45 3.12  0.00
C -4.19 2.72 0.19  0.02
C -0.32 1.42 -5.03  0.00
C 3.70 0.06 3.14  0.00
C 1.21 -4.09 -1.29  0.00
C 0.65 -2.91 -1.76  0.00
C -1.55 -1.80 0.90  0.03
C 3.92 -4.29 2.19  0.00
H -1.19 -0.35 -5.95  0.00
H 4.90 0.53 -1.38  0.00
H -0.87 -3.72 1.60  0.00
H 3.11 -1.12 -1.00  0.00
H 5.33 -5.90 4.81  0.00
H -4.83 1.77 -3.54  0.00
H -4.91 -0.17 -5.10  0.00
H 1.44 -5.73 -4.23  0.00
H 4.28 -0.84 3.34  0.00
H -4.14 1.76 0.70  0.00
H -2.82 1.32 -4.74  0.00
H 5.23 1.38 3.83  0.00
H -2.25 1.22 5.73  0.00
H 1.44 -4.22 -0.23  0.00
H -0.13 4.20 2.15  -0.01
H -1.01 4.20 4.34  0.00
H -1.76 4.42 1.99  0.00
H -2.28 -2.24 0.22  0.00
H 3.88 -4.32 6.05  0.00
H -1.60 2.78 6.08  0.00
H 2.47 -2.73 4.84  0.00
H 0.55 -0.47 -5.62  0.00
H 4.37 2.95 -1.39  0.00
H 0.66 1.04 1.93  0.01
H 0.64 1.94 -5.03  0.00
H 5.36 -5.87 2.34  0.00
H -0.47 -1.27 3.42  0.00
H -1.08 2.12 -5.38  0.00
H 0.22 0.84 -3.07  0.00
H -6.36 5.07 -0.93  0.00
H -4.36 -1.24 -3.81  0.00
H -2.13 -2.97 2.57  0.00
H -5.93 -0.45 -3.69  0.00
H -2.08 4.88 -1.05  0.00
H 0.23 2.11 -0.65  -0.08
H -0.03 0.52 -6.95  0.00
H -0.04 -2.95 3.82  0.00
H 3.94 -4.29 1.10  0.00
H 1.69 3.24 2.36  0.00
H 1.92 -6.03 -1.83  0.00
H -1.93 -0.84 1.28  -0.04
H 3.95 3.42 3.31  0.00
H -4.19 6.09 -1.57  0.00
H 0.41 -3.64 -5.04  0.00
H -0.12 -1.83 -3.45  0.00
H -4.26 0.71 -2.23  0.00
H 2.06 3.71 -1.01  0.00